# 1
An isolated molecule of C4H8ClNO in a non-equilibrium geometry, computed with ωB97M-V/def2-TZVPD.

## Properties
Total charge: 0
Frontier orbital gap (spin up / spin down) in eV: 8.08 / 8.07
Spin multiplicity: 1

Last column: natural (NBO) charge in e.
CARTESIAN COORDINATES (ANGSTROEM)
1 C 0.2066 -0.6577 -0.8660  -0.2703
2 C -0.4733 0.8107 -0.5157  0.1049
3 C 1.8233 -0.3643 0.8579  0.1431
4 C -1.7987 0.5965 0.2426  -0.6401
5 N 0.7898 -1.1214 0.3792  -0.5350
6 O 0.4464 1.4589 0.2666  -0.7217
7 Cl 3.0998 0.1208 -0.1897  0.0607
8 H -0.4325 -1.3554 -1.3556  0.2136
9 H 1.1133 -0.5005 -1.6158  0.2182
10 H -0.6851 1.2268 -1.5244  0.1657
11 H 2.3086 -0.5913 1.8810  0.2426
12 H -2.4041 1.5410 0.2591  0.2202
13 H -1.6959 0.2282 1.2535  0.1933
14 H -2.3903 -0.0741 -0.2427  0.1878
15 H 0.0920 -1.3182 1.1699  0.4171



# 2
A structure of composition C4H8ClNOS in a non-equilibrium geometry, computed with ωB97M-V/def2-TZVPD.

## Properties
Total charge: 0
Frontier orbital gap in eV: 9.35
Spin multiplicity: 1

Last column: natural (NBO) charge in e.
CARTESIAN COORDINATES (ANGSTROEM)
1 C -1.3026 -0.9348 0.3753  0.4034
2 C 0.3371 0.3813 -1.4408  -0.5752
3 C 0.4194 0.8677 1.3388  -0.5708
4 C 0.0924 -0.3815 0.3854  0.0697
5 N 0.9960 -1.5028 0.6375  -0.6218
6 O -2.3002 -0.2543 0.4963  -0.5210
7 S -0.6543 2.2666 1.0175  -0.0024
8 Cl 2.6789 -1.1891 0.4239  0.0977
9 H -1.3663 -2.0071 0.2027  0.1151
10 H 0.7389 -0.4435 -2.1880  0.1973
11 H 1.1448 1.0490 -1.1608  0.2067
12 H -0.4738 0.8064 -1.8531  0.1962
13 H 1.5219 1.0374 1.2612  0.2586
14 H 0.3184 0.4512 2.3003  0.2254
15 H 0.8173 -2.2981 -0.0165  0.3820
16 H -1.8291 1.9113 1.2949  0.1393



# 3
An isolated molecule of C4H8ClNS in a non-equilibrium geometry, computed with ωB97M-V/def2-TZVPD.

## Properties
Total charge: 0
Frontier orbital gap (spin up / spin down) in eV: 8.14 / 7.11
Spin multiplicity: 1

Last column: natural (NBO) charge in e.
CARTESIAN COORDINATES (ANGSTROEM)
1 C 0.8673 -0.3757 0.3381  -0.3938
2 C 0.7388 1.0429 1.1782  -0.6014
3 C -0.5343 -0.9553 0.1272  -0.1645
4 C -1.4108 -0.1671 -0.8112  -0.6050
5 N -1.2783 -1.1828 1.3457  -0.3298
6 S 0.3754 0.7760 2.8612  0.1251
7 Cl -1.0857 -2.6379 2.0342  0.2095
8 H 1.3919 0.1223 -0.5468  0.2346
9 H 1.4629 -1.0159 1.0574  0.2361
10 H 1.7079 1.4343 1.0659  0.2331
11 H 0.0781 1.6842 0.7373  0.2008
12 H -0.4685 -1.8877 -0.3524  0.1997
13 H -0.8304 -0.0901 -1.7152  0.2153
14 H -1.7653 0.7416 -0.3842  0.2197
15 H -2.2884 -0.7798 -1.2842  0.2206



# 4
The ion C4H8ClO3P with charge -2 in a non-equilibrium geometry, computed with ωB97M-V/def2-TZVPD.

## Properties
Total charge: -2
Frontier orbital gap in eV: 5.49
Spin multiplicity: 1
SMILES string: CC(C)[C@H](Cl)P(=O)([O-])[O-]

Last column: natural (NBO) charge in e.
CARTESIAN COORDINATES (ANGSTROEM)
1 C 0.6129 0.3870 1.4850  -0.6237
2 C 0.5613 -0.1390 0.0173  -0.2985
3 C 1.8580 -0.0605 -0.7275  -0.6142
4 C -0.6646 0.4126 -0.7060  -0.5200
5 Cl -0.4192 2.2571 -0.6719  -0.2371
6 P -2.2902 -0.6389 -0.2218  2.3986
7 O -1.9049 -1.3319 1.0494  -1.2611
8 O -2.2262 -1.4900 -1.4952  -1.2553
9 O -3.4069 0.3261 -0.0465  -1.2444
10 H 0.7213 1.5869 1.7042  0.1812
11 H -0.3366 0.3015 2.1082  0.2620
12 H 1.3801 -0.1845 2.0277  0.1680
13 H 0.3038 -1.2165 0.0454  0.2531
14 H 2.0633 0.9931 -0.9936  0.1974
15 H 1.7101 -0.7344 -1.5876  0.1993
16 H 2.7048 -0.5349 -0.2449  0.1725
17 H -0.6669 0.0661 -1.7423  0.2223



# 5
A cluster of 2 separate species, C4H8ClS2 in total, computed with ωB97M-V/def2-TZVPD.

## Properties
Total charge: -1
Frontier orbital gap in eV: 6.99
Spin multiplicity: 1

Last column: natural (NBO) charge in e.
CARTESIAN COORDINATES (ANGSTROEM)
1 S -0.6251 1.3827 0.9162  0.1690
2 S 0.5380 -0.9783 -1.3769  0.1690
3 C -0.8296 1.4002 -0.8814  -0.5529
4 C 0.3544 0.8040 -1.6290  -0.5529
5 C -0.4416 -0.3995 1.1684  -0.5561
6 C 0.7424 -0.9957 0.4208  -0.5562
7 H -1.7647 0.8757 -1.1571  0.2093
8 H -0.9522 2.4681 -1.1461  0.2124
9 H 1.2911 1.3208 -1.3446  0.2093
10 H 0.2202 0.9272 -2.7209  0.2124
11 H -1.3783 -0.9164 0.8840  0.2135
12 H -0.3074 -0.5227 2.2603  0.2930
13 H 0.8650 -2.0636 0.6855  0.2930
14 H 1.6775 -0.4712 0.6964  0.2135
15 Cl 0.6104 -2.8312 3.2246  -0.9763



# 6
A structure of composition C4H8CuO3 in a non-equilibrium geometry, computed with ωB97M-V/def2-TZVPD.

## Properties
Total charge: +1
⟨S²⟩: 2.016
Frontier orbital gap (spin up / spin down) in eV: 9.60 / 7.31
Spin multiplicity: 3

Last column: natural (NBO) charge in e.
CARTESIAN COORDINATES (ANGSTROEM)
1 O 2.1526 -0.7068 0.5234  -0.4441
2 C 1.0193 -0.1700 0.2611  0.7336
3 Cu -1.2690 -0.3946 -1.2864  1.2297
4 O 0.3479 -0.4898 -0.7075  -0.7677
5 C 2.9968 -0.0715 1.5505  -0.1366
6 H 3.3130 -0.9121 2.1812  0.2295
7 H 3.8289 0.3918 1.0065  0.2229
8 C 2.1814 0.9451 2.2954  -0.4132
9 H 2.3086 1.9267 1.8247  0.2526
10 H 0.8914 0.8828 1.3129  0.1588
11 O -2.5767 -0.7252 -2.2738  -0.6662
12 C -3.9061 -0.3573 -2.4120  -0.2844
13 H -4.4831 -0.5133 -1.4789  0.1929
14 H -4.0263 0.7077 -2.6919  0.1958
15 H -4.4034 -0.9543 -3.2003  0.2441
16 H 1.6246 0.4409 3.0951  0.2524



# 7
The ion C4H8F2N with charge +1 in a non-equilibrium geometry, computed with ωB97M-V/def2-TZVPD.

## Properties
Total charge: +1
Frontier orbital gap (spin up / spin down) in eV: 9.47 / 7.94
Spin multiplicity: 1

Last column: natural (NBO) charge in e.
CARTESIAN COORDINATES (ANGSTROEM)
1 C 0.1581 0.2715 0.7200  -0.1135
2 C 0.1807 -1.9482 0.1873  0.3509
3 C 0.0565 -0.6187 -0.5287  0.2329
4 C 1.0550 -0.3098 -1.7351  -0.6311
5 N -1.2309 1.0843 1.0643  -0.7437
6 F 1.3274 -2.3801 0.7056  -0.2696
7 F -1.2247 -0.4590 -1.0488  -0.3371
8 H 0.8011 0.3013 1.5644  0.2390
9 H -0.6721 -2.3911 0.6165  0.1837
10 H 0.7757 -0.9157 -2.5814  0.2461
11 H 2.1152 -0.4970 -1.5804  0.2489
12 H 0.8826 0.7491 -1.9339  0.2304
13 H -0.7487 1.9737 1.2544  0.4525
14 H -1.7844 0.8389 1.8520  0.4343
15 H -1.8720 1.0953 0.1776  0.4761



# 8
A cluster of 2 separate species, C4H8F2N in total in a non-equilibrium geometry, computed with ωB97M-V/def2-TZVPD.

## Properties
Total charge: +1
Frontier orbital gap in eV: 10.07
Spin multiplicity: 1

Last column: natural (NBO) charge in e.
CARTESIAN COORDINATES (ANGSTROEM)
1 C -0.5084 2.2741 1.2008  -0.4613
2 C 0.4131 -1.5317 0.1738  -0.1929
3 C -0.9106 1.7840 0.0292  0.1978
4 C -0.8500 -1.6619 -0.1912  0.2847
5 N 1.4678 -1.0715 -0.8569  -0.7273
6 F -0.1183 1.2752 -0.9298  -0.3773
7 F -1.2002 -1.6749 -1.4330  -0.2735
8 H -1.1120 2.8487 1.8608  0.2447
9 H 0.4431 2.1238 1.6356  0.2100
10 H 0.7837 -1.6301 1.2523  0.2622
11 H -1.8122 2.0821 -0.5978  0.2005
12 H -1.4842 -1.9376 0.6525  0.2211
13 H 2.3063 -1.0773 -0.2946  0.4531
14 H 1.3377 -0.0659 -0.8793  0.4723
15 H 1.2442 -1.7370 -1.6223  0.4858



# 9
A cluster of 2 separate species, C4H8F2N2 in total in a non-equilibrium geometry, computed with ωB97M-V/def2-TZVPD.

## Properties
Total charge: 0
Frontier orbital gap in eV: 8.31
Spin multiplicity: 1
SMILES string: C=C(F)F.N/C=C\N

Last column: natural (NBO) charge in e.
CARTESIAN COORDINATES (ANGSTROEM)
1 C 1.1903 -0.7235 -1.2590  -0.6560
2 C 1.7095 -0.2400 -0.1700  0.7941
3 F 2.2219 -0.9746 0.8794  -0.3308
4 F 1.9750 1.0571 0.0937  -0.3183
5 H 0.9106 -0.1143 -2.0801  0.2378
6 H 1.4875 -1.7602 -1.4679  0.2432
7 N -1.4310 -1.2682 0.5125  -0.8171
8 C -0.7748 -0.1512 1.1653  -0.1201
9 C -0.7205 1.1571 0.7556  -0.0610
10 N -1.3109 1.6302 -0.4055  -0.8181
11 H -1.0465 -1.1683 -0.4443  0.3453
12 H -0.9943 -2.1318 0.8197  0.3591
13 H -0.3254 -0.5562 1.9749  0.1855
14 H -0.4197 1.8287 1.4518  0.1990
15 H -1.4940 0.8988 -1.0268  0.3693
16 H -0.9778 2.5164 -0.7992  0.3881



# 10
A cluster of 2 separate species, C4H8F4N4O2 in total in a non-equilibrium geometry, computed with ωB97M-V/def2-TZVPD.

## Properties
Total charge: 0
Frontier orbital gap (spin up / spin down) in eV: 8.27 / 8.26
Spin multiplicity: 1

Last column: natural (NBO) charge in e.
CARTESIAN COORDINATES (ANGSTROEM)
1 C 1.1396 0.7947 0.6560  0.5485
2 C -2.1375 -1.5404 -0.6839  0.5131
3 C 1.2776 0.7524 -0.7811  0.2874
4 C -1.8610 -1.1317 0.8380  0.5193
5 N -0.1469 1.7352 2.3737  -0.6633
6 N 2.4586 -0.2002 -2.5372  -0.6354
7 N 0.3412 1.7965 1.0981  -0.4241
8 N 2.2426 0.0036 -1.2867  -0.2066
9 O 1.5470 -0.1986 1.3308  -0.6665
10 O 0.3885 1.2717 -1.6994  -0.6941
11 F -1.7129 -0.5684 -1.4792  -0.3212
12 F -1.4442 -2.6964 -0.9036  -0.3351
13 F -2.7500 -0.2713 1.2429  -0.3085
14 F -1.8921 -2.2420 1.6682  -0.3385
15 H -3.1520 -1.7122 -0.9484  0.1354
16 H 0.1974 2.3772 3.0649  0.3726
17 H -0.0324 0.7127 2.6316  0.3801
18 H -0.9059 -0.7280 0.8587  0.1332
19 H 3.2054 -0.8917 -2.7309  0.3471
20 H -0.1853 2.2803 0.3531  0.4106
21 H 2.8382 -0.3901 -0.4664  0.4183
22 H 0.5838 0.8467 -2.5991  0.5275



# 11
A structure of composition C4H8F6KNO6S2 in a non-equilibrium geometry, computed with ωB97M-V/def2-TZVPD.

## Properties
Total charge: 0
Frontier orbital gap in eV: 7.65
Spin multiplicity: 1

Last column: natural (NBO) charge in e.
CARTESIAN COORDINATES (ANGSTROEM)
1 K -19.1619 -12.0731 9.3771  0.9902
2 C -23.0862 -10.2953 12.0992  0.7686
3 F -22.6362 -9.9968 13.3136  -0.3016
4 F -22.4159 -11.3906 11.6453  -0.3502
5 F -24.3384 -10.7026 12.1409  -0.2918
6 S -22.8368 -8.7831 10.9531  2.0432
7 O -23.9053 -9.0233 9.9536  -0.8949
8 O -23.0148 -7.6329 11.8318  -0.8632
9 N -21.2122 -8.9879 10.2180  -1.1710
10 S -20.9283 -7.5395 9.9532  2.1870
11 O -21.7472 -6.8448 8.9820  -0.9189
12 O -20.4088 -6.7518 11.0542  -0.9365
13 C -19.2804 -7.8861 8.9116  0.7312
14 F -19.5987 -8.5189 7.8622  -0.3144
15 F -18.7587 -6.7200 8.5758  -0.3078
16 F -18.4268 -8.6476 9.6728  -0.3719
17 C -18.5498 -9.6472 13.9994  -0.2649
18 O -19.2760 -10.5308 13.1036  -0.7556
19 H -18.1792 -10.1950 14.8658  0.1857
20 H -17.6059 -9.4892 13.4777  0.1593
21 H -19.0086 -8.6628 14.0916  0.2002
22 H -19.6467 -9.9197 12.4627  0.4760
23 C -17.2847 -15.6680 13.1104  -0.2607
24 O -17.5702 -14.4646 12.3845  -0.7521
25 H -17.6960 -15.7300 14.1179  0.1740
26 H -17.8193 -16.4327 12.5471  0.1840
27 H -16.2111 -15.7270 13.2894  0.1804
28 H -17.9310 -13.8306 13.0085  0.4756



# 12
A cluster of 2 separate species, C4H8FIO in total in a non-equilibrium geometry, computed with ωB97M-V/def2-TZVPD.

## Properties
Total charge: 0
Frontier orbital gap in eV: 10.55
Spin multiplicity: 1
SMILES string: C=C(F)[C@@H](C)O.I

Last column: natural (NBO) charge in e.
CARTESIAN COORDINATES (ANGSTROEM)
1 C -0.4388 1.2413 -1.2846  -0.4908
2 C -0.0835 0.7709 -0.1311  0.3826
3 F -0.9579 0.8264 1.0151  -0.3799
4 C 1.2415 0.1553 0.3045  0.0273
5 C 0.9446 -1.1451 1.1621  -0.6609
6 O 2.0533 -0.0701 -0.7692  -0.6727
7 H -1.3786 1.6773 -1.3400  0.2308
8 H 0.2508 1.0823 -2.1614  0.2397
9 H 1.8996 0.8396 0.8883  0.2056
10 H 0.7387 -1.9293 0.3975  0.1939
11 H 1.7151 -1.6090 1.8278  0.2275
12 H 0.0972 -1.2199 1.9046  0.2392
13 H 1.5643 -0.7326 -1.2494  0.4570
14 I -4.3632 0.3477 -0.8173  -0.1159
15 H -3.2830 -0.2346 0.2532  0.1166



Result set for ΔE to the lowest compared entry with this formula, charge and spin: 318.9 383.6 373.3 52.8 7.2 141.8 365.2 248.5 180.0 0.0 330.9 101.6 kJ/mol, one per record in the order listed.